# 1
# C25H36N2O

An isolated molecule of C25H36N2O (ωB97M-V with the def2-TZVPD basis set, OMol25).

The frontier orbital gap comes out at 0.3391 Eh. Its multiplicity is 1. As for the highest occupied orbital energy: -8.4 eV. Its total charge is 0. For the lowest unoccupied orbital energy, the calculation gives 0.83 eV.

CARTESIAN COORDINATES (ANGSTROEM)
C -0.03518 6.24372 2.43445
C 1.30284 5.50803 2.46721
C 1.63722 5.06919 3.89139
C 1.33756 4.33859 1.47213
C 0.24014 3.29408 1.67932
N 0.55460 2.04539 1.00770
C -0.28062 0.93738 1.42729
C 0.34988 -0.36983 0.96029
N 0.46092 -0.36943 -0.48871
C 0.93737 -1.64135 -1.02184
C -0.23981 -2.53124 -1.46289
C 0.18209 -3.71166 -2.30754
C -0.77412 -4.30458 -3.12649
C -0.46703 -5.41241 -3.89303
C 0.80854 -5.95058 -3.85462
C 1.76685 -5.37127 -3.04350
C 1.45616 -4.26235 -2.27350
C -1.03053 -3.03935 -0.27832
C -2.29472 -2.53176 -0.00422
C -3.01220 -2.99011 1.08710
C -2.47827 -3.96384 1.91362
C -1.22257 -4.48033 1.64163
C -0.50479 -4.02261 0.55159
C 1.26584 0.76838 -0.90351
C 0.66289 2.10465 -0.44458
C -0.64211 2.55132 -1.17110
C -1.27417 1.60562 -2.19918
O -1.88674 0.48538 -1.62726
H -0.29180 6.52884 1.41660
H 0.01687 7.14622 3.03957
H -0.83037 5.61692 2.82988
H 2.08161 6.21124 2.14663
H 1.73708 5.93936 4.53647
H 0.85442 4.43645 4.30182
H 2.57388 4.51714 3.91231
H 1.25885 4.75104 0.46405
H 2.30229 3.83399 1.55488
H 0.17483 3.05493 2.74297
H -0.73250 3.70888 1.37040
H -1.30934 1.00236 1.03676
H -0.33330 0.93363 2.51856
H 1.34439 -0.47205 1.42824
H -0.27259 -1.21049 1.26976
H 1.55719 -1.44569 -1.90124
H 1.55462 -2.16216 -0.27747
H -0.90439 -1.90682 -2.06869
H -1.77111 -3.88871 -3.15740
H -1.22341 -5.85734 -4.52300
H 1.05305 -6.81585 -4.45286
H 2.76462 -5.78451 -3.00556
H 2.22329 -3.83152 -1.64803
H -2.71335 -1.76647 -0.64106
H -3.99252 -2.58527 1.29203
H -3.03882 -4.32202 2.76466
H -0.80217 -5.24457 2.27933
H 0.47031 -4.43707 0.33894
H 2.27891 0.70645 -0.46958
H 1.36117 0.76242 -1.99091
H 1.42918 2.85579 -0.66369
H -1.40868 2.74667 -0.41847
H -0.44354 3.49667 -1.67987
H -2.06938 2.14971 -2.71984
H -0.53106 1.30311 -2.95240
H -1.18822 0.02970 -1.10723

***

# 2
# C25H37AsN8S2Ti

A structure of composition C25H37AsN8S2Ti (ωB97M-V with the def2-TZVPD basis set, OMol25).

Its expectation value of S² is 2.006. The frontier orbital gap (spin up / spin down) comes out at 0.2373 / 0.2771 Eh. Its multiplicity is 3. As for the highest occupied orbital energy (spin up / spin down): -11.4 / -12.7 eV. Its total charge is +2. For the lowest unoccupied orbital energy (spin up / spin down), the calculation gives -4.91 / -5.15 eV.

CARTESIAN COORDINATES (ANGSTROEM)
Ti 0.50095 -0.36864 -0.37665
C 2.04949 -2.64191 1.42875
C 0.66298 -3.14843 1.07566
N -0.32443 -2.05458 1.02980
C -0.89732 -1.62867 2.32065
C -0.01325 -0.68887 3.13270
S 0.81483 0.61147 2.15200
C 2.57112 0.24425 2.47305
C 3.31362 -0.56768 1.40199
N 2.42484 -1.45108 0.63816
H 2.78107 -3.44341 1.29561
H 2.08330 -2.36886 2.48321
H 0.35894 -3.91597 1.79650
H 0.67751 -3.60730 0.08470
H -1.10584 -2.41337 0.49071
H -1.14447 -2.50157 2.93667
H -1.82076 -1.09644 2.08634
H 0.76078 -1.22498 3.67778
H -0.63852 -0.17599 3.86215
H 2.61086 -0.25555 3.43958
H 3.06301 1.20596 2.61372
H 4.10255 -1.14285 1.90075
H 3.81480 0.09322 0.69281
H 2.92240 -1.76388 -0.19037
N 1.89356 -0.83192 -4.48055
C 2.99449 -0.10451 -4.08816
C 2.91412 -0.01024 -2.73494
N 1.78943 -0.66448 -2.28613
C 1.19695 -1.13924 -3.36532
C 0.03514 -1.99122 -3.19644
N -0.41259 -2.24683 -1.98134
C -1.44710 -3.13478 -2.15677
C -1.61395 -3.41090 -3.47807
N -0.66110 -2.67223 -4.13510
H 1.64896 -1.04643 -5.43287
H 3.71728 0.25862 -4.79556
H 3.59639 0.47903 -2.06188
H -2.00574 -3.54399 -1.33162
H -2.29968 -4.05426 -3.99781
H -0.50913 -2.67441 -5.12979
C 2.40033 3.71528 -0.78757
C 1.46646 4.40842 -1.54155
C 0.29990 3.76248 -1.91012
C 0.09669 2.44193 -1.52141
N 1.01501 1.76313 -0.81769
C 2.12959 2.40219 -0.45901
C -1.18707 1.73282 -1.77860
C -2.23526 2.31494 -2.48202
C -3.43994 1.64196 -2.58211
C -3.57457 0.41856 -1.94542
C -2.48213 -0.09082 -1.26998
N -1.29866 0.52135 -1.21449
H 3.31894 4.17642 -0.45615
H 1.63467 5.43715 -1.82669
H -0.44774 4.29093 -2.47930
H 2.83819 1.82663 0.12349
H -2.11993 3.28081 -2.94762
H -4.26268 2.07615 -3.13344
H -4.50065 -0.13747 -1.96346
H -2.55262 -1.03276 -0.74275
C -4.40273 2.35616 4.34533
As -4.39668 2.01149 2.45196
C -5.10983 3.59996 1.62804
C -5.72255 0.63894 2.17749
S -2.50740 1.50464 1.69985
H -5.37468 2.73611 4.65608
H -3.62763 3.08841 4.56385
H -4.18281 1.42961 4.87328
H -6.18689 3.65243 1.77933
H -4.88024 3.56558 0.56492
H -4.63484 4.47223 2.07343
H -6.61936 0.86475 2.75250
H -5.30915 -0.31445 2.50057
H -5.97330 0.59104 1.11921

***

Quick rundown of largest force on an atom, same order as above: 0.56, 1.25 eV/A
Quick rundown of energy above the lowest of the compared OMol25 structures with the same formula, charge and spin, same order as above: 0.2, 7.4 kcal per mole